Record 1
A cluster of 9 separate species, C24H48O27S6 in total, computed with the ωB97M-V functional and the def2-TZVPD basis.

- gap between HOMO and LUMO (eV) = 9.1
- HOMO (eV) = -9.352
- energy above the lowest of the compared OMol25 structures with the same formula, charge and spin (kcal per mole) = 4.0
- LUMO (eV) = -0.3
- SMILES = O=S1(=O)OCCO1.O=S1(=O)OCCO1.O=S1(=O)OCCO1.O=S1(=O)OCCO1.O=S1(=O)OCCO1.O=S1(=O)OCCO1.C1CCOC1.C1CCOC1.C1CCOC1

Last column: Mulliken charge in e.
Element x y z (Å)
O  -0.6615  -0.4810  -2.4915  -0.478
S  -0.7651  -1.1967  -1.2763  1.086
O  -1.9692  -1.7899  -0.8679  -0.624
O  0.3476  -2.3679  -1.3236  -0.473
C  1.4476  -2.1476  -0.4479  -0.394
C  1.2695  -0.7467  0.0951  0.739
O  -0.1101  -0.4399  -0.0578  0.138
H  1.3981  -2.9096  0.3322  0.276
H  2.4393  -2.2721  -0.8852  0.409
H  1.8366  -0.0483  -0.5301  -0.528
H  1.6240  -0.5506  1.1022  -0.206
O  -5.5155  0.7053  -5.1473  -0.594
S  -5.0404  0.2143  -3.9147  0.989
O  -5.1436  0.9890  -2.7347  -0.356
O  -5.6207  -1.2536  -3.7181  -0.361
C  -4.5914  -2.1264  -3.2123  -0.114
C  -3.3746  -1.6619  -3.9805  0.046
O  -3.5030  -0.2318  -4.0147  -0.183
H  -4.5231  -1.9827  -2.1345  0.061
H  -4.8821  -3.1434  -3.4585  0.371
H  -3.3789  -1.9721  -5.0262  0.302
H  -2.4459  -1.9238  -3.4890  -0.159
O  1.2972  -2.8297  2.7593  -0.313
S  1.7800  -3.3016  4.0039  0.966
O  3.0876  -3.8267  4.0881  -0.599
O  1.6371  -2.1580  5.0986  -0.258
C  0.6195  -2.4356  6.0781  -0.270
C  0.3616  -3.9410  5.9712  -0.388
O  0.7298  -4.3004  4.6524  -0.334
H  0.9165  -2.0816  7.0587  0.352
H  -0.2630  -1.8915  5.7358  0.199
H  -0.7071  -4.0958  6.1097  0.304
H  0.8849  -4.5205  6.7309  0.307
O  5.3313  -3.8409  -5.0124  -0.535
S  4.2251  -3.7038  -5.8740  1.070
O  4.2943  -4.1888  -7.1935  -0.526
O  2.9102  -4.2914  -5.1816  -0.357
C  2.2133  -3.2270  -4.5150  -0.200
C  2.3984  -2.0488  -5.4529  -0.104
O  3.7728  -2.1732  -5.8473  -0.336
H  1.1805  -3.5355  -4.3882  0.301
H  2.6946  -3.0283  -3.5551  0.233
H  2.2821  -1.0951  -4.9439  0.128
H  1.7411  -2.1119  -6.3202  0.303
O  6.0364  2.1906  2.3925  -0.593
S  5.0941  1.1497  2.3213  0.964
O  4.1865  1.0535  1.2357  -0.285
O  5.8196  -0.2241  2.5713  -0.407
C  4.9445  -1.1339  3.2606  -0.224
C  4.2020  -0.2005  4.2360  0.534
O  4.2338  1.1129  3.6740  -0.310
H  4.2638  -1.6397  2.5799  0.169
H  5.5786  -1.8304  3.7964  0.353
H  4.5922  -0.2254  5.2520  0.332
H  3.1464  -0.4631  4.3149  -0.490
O  -2.7275  5.9942  -1.3437  -0.584
S  -2.9080  4.6470  -1.7125  0.990
O  -4.1957  4.1001  -1.9034  -0.500
O  -1.9953  4.3282  -2.9733  -0.409
C  -1.5010  2.9841  -2.8955  0.246
C  -1.5889  2.5889  -1.4115  1.526
O  -2.0709  3.7333  -0.7105  -0.283
H  -2.0688  2.3266  -3.5535  0.030
H  -0.4772  2.9920  -3.2680  0.042
H  -0.6278  2.3121  -0.9720  -0.249
H  -2.2096  1.7118  -1.2071  -0.758
C  2.8011  2.4664  -1.5296  0.056
C  2.6817  3.8730  -2.0858  -0.454
C  2.9750  3.6022  -3.5632  -0.610
O  2.2623  2.4043  -3.8465  -0.527
C  2.0731  1.6684  -2.6208  0.592
H  2.2351  2.3768  -0.5993  -0.174
H  3.8191  2.1088  -1.3902  0.284
H  3.3034  4.6509  -1.6499  0.405
H  1.6350  4.1909  -2.0347  0.072
H  4.0513  3.4463  -3.7010  0.344
H  2.6215  4.4052  -4.2075  0.383
H  2.4319  0.6435  -2.7088  0.239
H  1.0014  1.7474  -2.4304  -0.617
C  -4.5000  0.3069  0.3415  0.632
C  -3.9079  -0.3269  1.5961  0.308
C  -4.9978  -1.2696  2.0508  -0.655
O  -6.2050  -0.5467  1.7961  -0.488
C  -6.0230  0.2015  0.5854  -0.406
H  -4.1898  -0.1163  -0.6112  -0.583
H  -4.2379  1.3663  0.2799  -0.039
H  -3.8547  0.4631  2.3511  0.080
H  -2.9172  -0.7676  1.4905  -0.031
H  -4.9702  -1.5481  3.1024  0.371
H  -5.1086  -2.1846  1.4507  0.260
H  -6.5077  1.1621  0.7241  0.346
H  -6.4675  -0.3707  -0.2348  0.208
C  0.4903  2.7449  4.0421  -0.751
C  0.6201  1.4232  3.3152  1.065
C  -0.8635  0.9341  3.2495  0.166
O  -1.5654  1.6621  4.2521  -0.465
C  -0.6931  2.5037  4.9714  -0.585
H  0.2381  3.5570  3.3556  0.315
H  1.4218  3.0614  4.5138  0.395
H  1.0586  0.6606  3.9653  -0.581
H  1.0910  1.4265  2.3352  -0.060
H  -0.8527  -0.1303  3.5052  0.195
H  -1.3604  1.0918  2.2920  -0.296
H  -0.4028  2.0925  5.9468  0.259
H  -1.1398  3.4753  5.1964  0.362

---

Record 2
The molecule C7H13NP2, computed with the ωB97M-V functional and the def2-TZVPD basis.

- gap between HOMO and LUMO (spin up / spin down) (eV) = 7.5 / 7.5
- HOMO (spin up / spin down) (eV) = -7.163 / -7.163
- energy above the lowest of the compared OMol25 structures with the same formula, charge and spin (kcal per mole) = 27.6
- LUMO (spin up / spin down) (eV) = 0.3 / 0.3

Last column: natural (NBO) charge in e.
Element x y z (Å)
C  1.5545  -1.4206  0.1617  -0.493
C  -2.3030  -1.5662  2.0056  -0.339
C  1.1916  -0.9543  -1.2921  -0.472
C  1.2080  0.5343  -1.5315  -0.433
C  -0.1964  1.1768  -1.4864  -0.362
C  -1.0357  -0.1560  0.4286  0.231
C  -1.0566  1.1224  -0.1968  -0.606
N  -1.7399  -0.7369  1.2208  -0.275
P  1.9113  -0.2942  1.3570  0.346
P  -0.6588  2.5196  0.9774  0.328
H  -1.7788  -1.9191  2.8819  0.191
H  -3.2471  -2.1062  1.7736  0.196
H  1.8141  -1.5294  -2.0645  0.223
H  0.1226  -1.2765  -1.4941  0.227
H  1.9643  0.8430  -0.7910  0.210
H  1.5573  0.8916  -2.3980  0.216
H  0.0470  2.3241  -1.7761  0.203
H  -0.8586  0.7499  -2.3314  0.211
H  1.2783  -2.4950  0.2729  0.219
H  -2.0641  1.4257  -0.5822  0.258
H  2.1204  -1.4278  2.1996  -0.028
H  0.6431  2.7096  0.6318  -0.031
H  -0.4735  1.5851  2.0331  -0.022

---

Record 3
A cluster of 5 separate species, C27H47B4NO13S4 in total, computed with the ωB97M-V functional and the def2-TZVPD basis.

- gap between HOMO and LUMO (eV) = 8.2
- HOMO (eV) = -8.049
- energy above the lowest of the compared OMol25 structures with the same formula, charge and spin (kcal per mole) = 43.6
- LUMO (eV) = 0.2
- SMILES = CCB(O)B1OB(Cc2ccc(C)cc2)OB(OC#N)O1.O=S1(=O)CCCC1.O=S1(=O)CCCC1.O=S1(=O)CCCC1.O=S1(=O)CCCC1

Last column: Mulliken charge in e.
Element x y z (Å)
C  -3.4108  1.9590  3.3147  -1.164
C  -1.8542  1.8295  2.9499  0.315
B  -1.5641  2.3629  1.4572  -0.580
O  -2.0070  3.6826  1.0831  -0.585
B  -0.8000  1.4184  0.2812  0.904
O  0.5879  1.5761  0.0478  -0.030
B  1.1126  0.6856  -0.9052  0.503
C  2.7003  0.5825  -1.2138  -0.873
C  3.5825  1.3740  -0.2051  0.443
C  3.6636  2.8235  -0.0952  -0.376
C  4.5801  3.4318  0.8817  -0.714
C  5.4035  2.6115  1.7664  0.872
C  6.3647  3.2255  2.8530  -1.182
C  5.3552  1.1492  1.6628  -0.552
C  4.4386  0.5672  0.6895  0.094
O  0.3111  -0.2455  -1.6573  -0.478
B  -1.0466  0.0827  -1.6141  0.532
O  -1.7971  -0.1144  -2.8502  -0.485
C  -2.2389  -1.3921  -2.7459  0.525
N  -2.6025  -2.4707  -2.5949  -0.515
O  -1.6559  0.5264  -0.4433  0.159
H  -3.7652  3.0170  3.3426  0.262
H  -4.0318  1.3398  2.6114  0.273
H  -3.5480  1.4873  4.3310  0.379
H  -1.6605  0.7164  2.9193  -0.254
H  -1.2300  2.3304  3.7327  0.349
H  -2.9691  3.5652  0.9095  0.299
H  2.9363  -0.5169  -1.1026  0.205
H  2.9012  0.9527  -2.2520  0.427
H  3.0442  3.4722  -0.7649  0.316
H  4.6913  4.5394  0.9914  0.311
H  7.1839  3.8423  2.4092  0.287
H  6.7311  2.3961  3.5086  0.291
H  5.7323  3.9239  3.4768  0.301
H  5.9761  0.4731  2.2973  0.230
H  4.4149  -0.5516  0.6079  -0.276
O  0.4293  0.1804  -8.7170  -0.667
S  0.8729  -0.7330  -7.6927  1.160
O  2.2676  -0.8984  -7.3654  -0.673
C  -0.0385  -0.3916  -6.1948  -0.606
C  -1.2868  -1.2587  -6.3067  -0.284
C  -0.8066  -2.6138  -6.8342  -0.684
C  0.1427  -2.3403  -8.0048  -0.660
H  -0.2584  0.6727  -6.1293  0.450
H  0.5807  -0.7003  -5.3506  0.300
H  -1.7943  -1.3553  -5.3463  -0.054
H  -1.9893  -0.8140  -7.0174  0.339
H  -0.2709  -3.1435  -6.0415  0.302
H  -1.6407  -3.2452  -7.1433  0.355
H  0.9321  -3.0878  -8.0673  0.373
H  -0.3945  -2.2877  -8.9518  0.351
O  -7.4973  3.6381  1.1790  -0.687
S  -6.3464  4.4302  0.8275  1.056
O  -5.0023  4.0184  1.1576  -0.597
C  -6.4261  4.8044  -0.9172  -0.715
C  -7.2294  6.0975  -0.9889  -0.587
C  -6.6996  6.9797  0.1458  -0.614
C  -6.6084  6.1073  1.4014  -0.681
H  -6.8914  3.9781  -1.4521  0.400
H  -5.4053  4.9551  -1.2725  0.348
H  -7.1238  6.5809  -1.9608  0.340
H  -8.2909  5.8880  -0.8289  0.300
H  -5.7056  7.3521  -0.1168  0.306
H  -7.3393  7.8469  0.3154  0.315
H  -5.7767  6.4034  2.0390  0.353
H  -7.5377  6.1263  1.9706  0.367
O  -2.9186  -1.8133  4.6985  -0.717
S  -1.8832  -2.1667  3.7596  1.206
O  -0.9277  -1.2009  3.2724  -0.692
C  -1.0017  -3.5848  4.3939  -0.750
C  -1.7773  -4.7820  3.8566  -0.595
C  -2.1056  -4.4451  2.3986  -0.672
C  -2.6361  -3.0088  2.3676  -0.407
H  -0.9701  -3.5450  5.4814  0.407
H  0.0106  -3.5567  3.9870  0.328
H  -1.1991  -5.7031  3.9392  0.353
H  -2.7039  -4.9123  4.4230  0.289
H  -1.1960  -4.5148  1.7954  0.280
H  -2.8316  -5.1414  1.9768  0.340
H  -2.3616  -2.4972  1.4460  0.118
H  -3.7174  -2.9784  2.5011  0.398
O  4.0147  -2.7414  2.1963  -0.668
S  5.0267  -3.1352  1.2477  1.340
O  5.3325  -2.3470  0.0792  -0.727
C  6.5407  -3.4639  2.1362  -0.767
C  6.4439  -4.9375  2.5138  -0.634
C  5.9011  -5.6506  1.2714  -0.588
C  4.7172  -4.8295  0.7513  -0.751
H  6.6151  -2.8028  2.9982  0.410
H  7.3728  -3.2865  1.4530  0.386
H  7.4118  -5.3366  2.8193  0.370
H  5.7470  -5.0654  3.3470  0.291
H  6.6821  -5.6952  0.5074  0.299
H  5.6014  -6.6758  1.4929  0.324
H  4.6386  -4.8780  -0.3337  0.332
H  3.7790  -5.1472  1.2063  0.380